Entry from the Open Molecules 2025 dataset: a cluster of 2 separate species, C2H8 in total (wB97M-V/def2-TZVPD).

Computed properties:
orbital gap = 14.542 eV
relative energy (zero: lowest compared OMol25 entry of this formula, charge and spin) = 1.54 kJ/mol
F_max = 0.008 hartree/bohr
DFT total energy = -2203.6178 eV
multiplicity = 1
total charge = 0
structure (SMILES) = C.C

Each line ends with the Mulliken charge.
Cartesian coordinates (Å):
C: 1.2611 2.2375 -3.0906  -0.86
H: 0.7218 1.5398 -2.4330  0.21
H: 0.9631 3.2696 -2.8542  0.21
H: 1.0160 2.0163 -4.1399  0.21
H: 2.3442 2.1242 -2.9359  0.21
C: -1.2613 -2.2375 3.0905  -0.86
H: -0.9670 -2.4609 2.0545  0.21
H: -2.3557 -2.2986 3.1827  0.21
H: -0.9270 -1.2238 3.3564  0.21
H: -0.7951 -2.9666 3.7695  0.21